{"formula": "C4H5FS", "method": "wB97M-V/def2-TZVPD", "elements": ["C", "C", "C", "C", "H", "H", "H", "H", "H", "F", "S"], "positions_angstrom": [[0.352183, 0.096702, 1.479769], [-0.103822, -0.130495, 0.072365], [0.967833, -0.052715, -0.922825], [0.747271, -0.505000, -2.157775], [0.726752, -0.827734, 1.969330], [-0.537132, 0.465893, 2.012471], [1.920735, 0.254228, -0.540795], [1.516465, -0.343745, -2.898403], [-0.187222, -0.961709, -2.469947], [1.376592, 1.047885, 1.497369], [-1.725607, -0.279304, -0.148637]], "atomic_forces_ev_per_a": [[-0.3, 0.0, 0.7], [-0.6, 0.3, 0.2], [-1.3, -1.1, -0.2], [0.6, 0.6, -0.2], [-0.1, 0.4, -0.4], [0.7, 0.0, 0.2], [0.3, 0.4, -0.3], [0.1, -0.4, -0.2], [0.0, 0.3, 0.2], [-0.2, -0.2, 0.3], [0.9, -0.2, -0.3]], "e_lumo_ev": -0.970, "gap_ha": 0.2946, "smiles": "C=CC(=S)CF", "homo_ha": -0.330}



{"formula": "C4H5FS", "method": "wB97M-V/def2-TZVPD", "elements": ["C", "C", "C", "C", "H", "H", "H", "H", "H", "F", "S"], "positions_angstrom": [[-0.028366, -0.527281, 0.024365], [-0.790449, 0.528917, 0.876786], [1.312974, -0.099337, -0.342676], [2.376273, 0.399418, -0.680002], [-2.146239, -0.906852, -1.095050], [0.040937, -1.493028, 0.572090], [-0.827790, 1.478689, 0.380362], [-0.290553, 0.600712, 1.816102], [3.358985, 0.782144, -1.022546], [-2.063724, 0.010883, 1.072909], [-0.942049, -0.774265, -1.602340]], "atomic_forces_ev_per_a": [[-0.6, -0.2, -0.4], [0.5, -1.8, -0.8], [2.0, 1.4, -0.5], [-0.6, -0.6, 0.1], [-0.6, -0.1, 0.4], [-0.3, 0.6, -0.3], [-0.2, 0.4, -0.3], [0.2, 0.2, 0.9], [-1.4, -0.5, 0.5], [0.0, 0.4, 0.2], [1.1, 0.1, 0.2]], "e_lumo_ev": 0.883, "gap_ha": 0.3785, "smiles": "C#C[C@H](S)CF", "homo_ha": -0.346}



{"formula": "C4H5FeLiO", "method": "wB97M-V/def2-TZVPD", "elements": ["C", "C", "C", "H", "H", "H", "H", "O", "C", "Fe", "Li", "H"], "positions_angstrom": [[1.753906, -0.679096, -0.027544], [0.570503, -0.862738, 0.525273], [-0.610136, -1.261226, 0.967486], [2.313355, 0.244457, 0.151351], [2.231605, -1.471252, -0.609747], [-1.471926, -1.313749, 0.296556], [-0.741687, -1.569245, 2.006850], [-0.851499, 1.331247, -1.078924], [-0.994553, 1.518120, 0.184796], [0.484036, 0.477353, -2.198504], [-2.659159, 1.806695, -0.892595], [-0.024448, 1.779438, 0.675006]], "atomic_forces_ev_per_a": [[-0.2, 0.6, -0.1], [-0.9, -1.1, 0.0], [0.9, 0.4, -0.3], [-0.2, -0.2, -0.2], [0.0, 0.1, 0.5], [0.2, 0.3, 0.3], [0.1, -0.1, -0.4], [-0.1, 0.0, -0.3], [-0.1, 1.0, 0.5], [0.6, -0.4, -0.1], [-0.1, -0.1, 0.3], [-0.2, -0.5, -0.1]], "e_lumo_ev": [-3.922, -5.007], "gap_ha": [0.2657, 0.2945], "spin_multiplicity": 6, "charge": 1, "s2": 8.757, "homo_ha": [-0.410, -0.479]}



{"formula": "C4H5GaO6", "method": "wB97M-V/def2-TZVPD", "elements": ["H", "O", "C", "O", "O", "C", "O", "C", "C", "O", "O", "Ga", "H", "H", "H", "H"], "positions_angstrom": [[-0.647428, 0.415701, -0.398747], [2.106795, 1.633361, -0.517927], [1.759469, 0.583586, 0.091087], [1.372685, 0.633109, 1.284960], [1.295502, -0.376895, -0.719208], [0.656704, -1.556317, -0.205687], [-1.469335, -0.324466, -0.107860], [-1.795572, 1.923677, 0.392140], [-0.840926, -1.539920, -0.475664], [-0.686328, 2.190113, -0.013917], [-2.642387, 1.855699, 1.186052], [1.239038, 2.682440, 0.797101], [0.849334, -1.664841, 0.869880], [1.114605, -2.388768, -0.752242], [-1.006383, -1.730641, -1.550205], [-1.305775, -2.335831, 0.120240]], "atomic_forces_ev_per_a": [[-3.7, -3.6, 0.9], [1.4, 1.5, -0.7], [-3.8, -2.2, -1.3], [0.6, 0.9, 1.0], [1.4, 0.7, 0.2], [0.1, -1.0, 0.9], [4.3, 3.3, -1.3], [0.2, 1.1, 4.3], [-0.2, -0.5, -0.6], [-1.5, 0.1, -0.9], [0.9, -0.1, -3.0], [0.2, -0.6, 0.5], [0.1, 0.2, -0.3], [-0.1, 0.2, 0.2], [-0.1, 0.0, 0.4], [0.2, 0.1, -0.3]], "e_lumo_ev": [-5.009, -8.333], "gap_ha": [0.3481, 0.2258], "spin_multiplicity": 2, "charge": 1, "s2": 0.752, "homo_ha": [-0.532, -0.532]}



{"formula": "C4H5I", "method": "wB97M-V/def2-TZVPD", "elements": ["C", "C", "C", "C", "I", "H", "H", "H", "H", "H"], "positions_angstrom": [[1.288963, 0.686006, 2.430210], [1.260040, 0.081210, 1.392916], [-1.297094, -0.588990, -1.173605], [0.098249, -0.602478, -1.412228], [0.742183, 1.145115, -2.413612], [1.261415, 0.944383, 3.435803], [-2.120840, -0.173461, -1.803372], [-1.250794, 0.198051, -0.262301], [-1.640336, -1.553801, -0.714320], [1.658214, -0.136033, 0.520508]], "atomic_forces_ev_per_a": [[-0.5, -1.0, -0.4], [-0.3, 1.8, 3.4], [-2.4, 0.6, 2.2], [1.2, 0.4, -0.5], [-0.1, -0.2, -0.1], [-0.1, 0.6, 1.0], [0.9, -0.1, 0.0], [0.0, -1.5, -1.4], [0.3, 0.8, -0.4], [1.0, -1.5, -3.9]], "e_lumo_ev": -0.684, "gap_ha": 0.2933, "homo_ha": -0.318}



{"formula": "C4H5I2O2", "method": "wB97M-V/def2-TZVPD", "elements": ["C", "C", "C", "C", "O", "O", "I", "I", "H", "H", "H", "H", "H"], "positions_angstrom": [[0.004835, -0.267517, -1.981619], [0.677145, -0.752045, 1.289771], [-0.513389, 0.065102, 0.805699], [-0.324093, 0.690933, -0.552058], [1.187350, -0.346340, -2.208318], [-1.028745, -0.708351, -2.433168], [1.342166, 2.106256, -0.466523], [-2.136742, 1.814362, -0.997613], [1.558680, -0.124129, 1.421830], [0.915595, -1.532985, 0.569765], [0.439841, -1.210875, 2.251597], [-1.395920, -0.583635, 0.754418], [-0.726722, 0.849224, 1.546220]], "atomic_forces_ev_per_a": [[-0.7, 0.7, 2.2], [0.0, -0.1, -0.1], [0.0, -0.2, 0.4], [0.4, 0.5, -1.4], [1.2, -0.3, -0.5], [-0.8, -0.6, -0.7], [-0.2, 0.2, 0.2], [0.1, 0.0, 0.2], [0.0, 0.0, 0.0], [0.1, -0.1, 0.0], [0.0, -0.1, 0.0], [0.0, 0.1, -0.1], [-0.1, -0.1, -0.2]], "e_lumo_ev": 2.871, "gap_ha": 0.2789, "charge": -1, "homo_ha": -0.173}



{"formula": "C4H5I3O", "method": "wB97M-V/def2-TZVPD", "elements": ["C", "C", "C", "C", "O", "I", "I", "I", "H", "H", "H", "H", "H"], "positions_angstrom": [[-1.816466, 1.262802, 0.602800], [1.426738, 0.626928, -0.301367], [-0.209718, -1.005295, 0.669158], [0.582686, -0.602433, -0.397565], [-1.608686, 2.233407, 1.184882], [-3.356537, 0.892301, -0.851276], [-1.860128, -2.270112, 0.452461], [1.970874, -2.455493, -0.714820], [0.965927, 1.612033, -0.297067], [2.025593, 0.492980, 0.519936], [2.009176, 0.798669, -1.107423], [-0.069747, -0.861397, 1.649306], [-0.059706, -0.724393, -1.409021]], "atomic_forces_ev_per_a": [[1.0, 0.2, 0.9], [-2.0, 0.1, 0.5], [-2.4, -0.7, -2.1], [-2.1, -0.3, -3.8], [0.0, -0.2, -0.1], [-0.9, 0.0, -0.9], [0.6, 0.0, 0.0], [0.2, 0.2, -0.1], [-1.1, -0.2, 0.7], [1.6, 0.2, 2.1], [2.3, -0.4, -2.8], [1.1, 0.8, 3.4], [1.7, 0.4, 2.2]], "e_lumo_ev": [-1.469, -1.757], "gap_ha": [0.2670, 0.2330], "homo_ha": [-0.321, -0.298]}



{"formula": "C4H5KLiO2", "method": "wB97M-V/def2-TZVPD", "elements": ["C", "C", "C", "C", "O", "O", "K", "Li", "H", "H", "H", "H", "H"], "positions_angstrom": [[-1.013779, -0.749936, -1.058567], [-0.392028, -1.270078, 0.180069], [0.927158, -0.540225, 0.167743], [1.074783, 0.751390, 0.591313], [2.165296, 1.430343, 0.631867], [-1.912142, 0.097915, -1.093086], [-3.847264, 1.492335, 0.015953], [2.867568, 3.044172, 0.881206], [-0.535916, -1.036476, -2.014795], [-0.290487, -2.364797, -0.015891], [-0.991805, -1.097583, 1.083137], [1.790393, -1.061680, -0.254440], [0.158226, 1.304619, 0.885495]], "atomic_forces_ev_per_a": [[-1.2, 1.8, -0.1], [-0.2, -0.9, -0.4], [0.9, 0.3, 0.2], [-1.0, -0.8, -0.4], [0.9, 1.2, 0.1], [0.7, -1.0, 0.0], [0.1, 0.0, 0.0], [-0.4, -1.0, -0.2], [0.0, -0.2, 0.2], [0.3, 0.6, 0.6], [0.0, 0.0, -0.4], [-0.2, 0.2, 0.3], [0.1, -0.4, 0.1]], "e_lumo_ev": [-1.012, -0.626], "gap_ha": [0.0744, 0.2514], "spin_multiplicity": 2, "s2": 0.750, "homo_ha": [-0.112, -0.274]}



{"formula": "C4H5KMgO2", "method": "wB97M-V/def2-TZVPD", "elements": ["H", "C", "C", "C", "C", "O", "O", "K", "Mg", "H", "H", "H", "H"], "positions_angstrom": [[3.764863, -1.587083, 0.648663], [5.081645, -1.071274, -1.203858], [5.169111, -2.480814, -1.671005], [6.648751, -2.846930, -1.604162], [7.438549, -1.640157, -1.252671], [6.594261, -0.714796, -0.818206], [4.407220, -0.156346, -1.568365], [3.971540, 2.873924, -1.782501], [7.615519, 1.090885, -1.092188], [4.732842, -2.567274, -2.675299], [4.534670, -3.084472, -1.006358], [7.060600, -3.213384, -2.560895], [6.887578, -3.627622, -0.865097]], "atomic_forces_ev_per_a": [[0.0, 0.0, 0.2], [-0.1, 1.4, -2.8], [-0.4, -0.8, 1.0], [0.4, -0.2, -0.6], [-0.1, 0.4, 0.5], [-1.0, -0.1, -0.2], [0.9, -0.7, 1.5], [-0.4, 0.1, -0.1], [0.6, -0.4, 0.1], [0.1, 0.3, 0.3], [0.2, 0.0, -0.2], [-0.2, 0.0, 0.3], [0.1, 0.1, -0.1]], "e_lumo_ev": [-8.893, -8.158], "gap_ha": [0.2949, 0.2608], "charge": 2, "homo_ha": [-0.622, -0.561]}



{"formula": "C4H5KNaO3", "method": "wB97M-V/def2-TZVPD", "elements": ["K", "O", "C", "H", "H", "H", "C", "C", "O", "C", "O", "Na", "H", "H"], "positions_angstrom": [[-1.046704, -2.727527, 0.138660], [-1.448880, -0.008336, 0.008614], [-2.555080, 0.904633, -0.053454], [-2.558217, 1.549056, 0.832940], [-2.476416, 1.507801, -0.964895], [-3.448000, 0.276312, -0.078096], [2.721201, -1.369629, -0.071943], [1.993441, -0.250072, -0.171359], [0.605130, -0.551263, 0.251991], [-0.216208, 0.495250, 0.080190], [0.038094, 1.680419, 0.103019], [2.314163, 2.156132, 0.106003], [3.803995, -1.294647, -0.198092], [2.273479, -2.368128, 0.016418]], "atomic_forces_ev_per_a": [[-0.1, -0.2, 0.0], [-0.3, 0.1, -0.1], [0.1, 0.2, 0.0], [0.0, -0.1, -0.2], [-0.1, -0.1, 0.2], [0.2, 0.2, 0.0], [-0.1, 0.1, -0.5], [1.0, 0.0, 1.1], [-0.5, 1.3, -1.2], [0.1, -1.2, 0.9], [0.1, 0.1, -0.3], [-0.3, -0.5, -0.1], [-0.4, -0.2, -0.2], [0.3, 0.3, 0.4]], "e_lumo_ev": [-0.919, -0.947], "gap_ha": [0.0744, 0.2720], "spin_multiplicity": 2, "s2": 0.750, "homo_ha": [-0.108, -0.307]}



{"formula": "C4H5LiNaO7", "method": "wB97M-V/def2-TZVPD", "elements": ["O", "C", "O", "O", "C", "O", "C", "C", "O", "O", "Na", "Li", "H", "H", "H", "H", "O", "H"], "positions_angstrom": [[0.799174, 3.783512, -0.827245], [0.295937, 2.640835, -0.679976], [-0.367362, 2.025099, -1.550022], [0.547831, 2.048288, 0.509017], [0.028574, 0.740994, 0.752338], [0.035766, -0.997387, 2.399740], [-0.601056, -2.694166, -1.005034], [0.489376, 0.269801, 2.130462], [-1.714638, -2.247288, -0.639370], [0.275988, -3.107530, -0.202578], [0.015528, 3.778301, -2.974651], [-0.813581, -2.043483, 1.178124], [0.400589, 0.041901, -0.013813], [-1.071526, 0.761866, 0.696889], [1.603390, 0.337073, 2.139301], [0.141686, 1.026191, 2.873576], [-0.468651, -2.986905, -2.325950], [0.402975, -3.377100, -2.460809]], "atomic_forces_ev_per_a": [[0.0, 0.6, -0.4], [0.3, -0.6, 0.5], [-0.3, 0.2, -0.6], [0.1, 0.7, -0.3], [-0.2, -0.4, -0.1], [-0.4, 0.1, -0.3], [-1.1, -1.8, 1.6], [0.0, -0.2, 0.2], [0.4, 0.7, -0.3], [0.4, 0.6, -0.6], [0.1, -0.5, 0.8], [0.5, 0.1, 0.0], [-0.1, 0.2, 0.2], [0.3, 0.0, 0.0], [-0.2, 0.0, 0.0], [0.1, -0.1, -0.1], [0.2, 0.4, -0.9], [0.0, 0.1, 0.3]], "e_lumo_ev": 0.961, "gap_ha": 0.1678, "charge": -1, "homo_ha": -0.133}



{"formula": "C4H5LiO2Pr", "method": "wB97M-V/def2-TZVPD", "elements": ["C", "C", "C", "C", "O", "O", "Li", "Pr", "H", "H", "H", "H", "H"], "positions_angstrom": [[0.927045, 0.411349, -1.223408], [0.939755, -0.398077, 0.028444], [-0.044354, -0.077019, 1.015274], [-1.386401, -0.417819, 0.862573], [-2.337462, 0.130278, 1.504640], [1.930338, 0.359306, -2.033852], [3.638282, 0.387152, -2.438768], [-5.014796, 0.166534, 2.108186], [0.299326, -0.863160, -1.181102], [1.942086, -0.526988, 0.455812], [0.243732, 0.540716, 1.868695], [-1.656875, -1.141493, 0.073882], [0.519325, 1.429221, -1.040376]], "atomic_forces_ev_per_a": [[4.5, 0.9, 2.3], [0.0, 2.6, -2.1], [-3.1, -0.9, 0.0], [2.8, 0.5, -1.2], [-4.1, 0.4, 1.8], [-1.4, -0.3, 0.4], [-0.3, 0.0, -0.1], [2.6, 0.0, -0.5], [0.1, -0.5, 1.5], [0.1, -1.4, -1.0], [0.1, -0.3, -0.2], [0.2, 0.0, 0.2], [-1.5, -1.0, -1.1]], "e_lumo_ev": [-8.281, -8.257], "gap_ha": [0.1778, 0.1793], "spin_multiplicity": 4, "charge": 2, "s2": 3.752, "homo_ha": [-0.482, -0.483]}